An isolated ion of composition CN3O3 and charge -1 at a distorted geometry, computed with the ωB97M-V functional and the def2-TZVPD basis.

Results
largest force on an atom = 0.0703 Eh/bohr
frontier orbital gap = 9.20 eV
SMILES = N#CON=[N+]([O-])[O-]
LUMO energy = 4.268 eV
charge = -1
energy relative to the best compared isomer or geometry (same formula, charge and spin) = 29.75 kJ/mol
E_HOMO = -4.9 eV

Last column: Mulliken charge in e.
Element x y z (Å)
N 3.02441 0.16111 -0.02002  -0.54
C 1.89908 -0.08333 0.05690  0.53
O 0.72653 -0.40380 -0.07406  -0.15
N -0.28470 0.64874 0.03261  -0.67
N -1.43486 0.06154 0.01079  1.28
O -2.44213 0.76089 -0.02621  -0.75
O -1.48832 -1.14515 0.01999  -0.70

***

A 2-piece molecular cluster, CH6NS overall at a distorted geometry, computed with the ωB97M-V functional and the def2-TZVPD basis.

Results
largest force on an atom = 0.0591 Eh/bohr
frontier orbital gap = 6.56 eV
LUMO energy = 4.456 eV
charge = -1
energy relative to the best compared isomer or geometry (same formula, charge and spin) = 52.44 kJ/mol
E_HOMO = -2.1 eV

Last column: Mulliken charge in e.
Element x y z (Å)
N -1.93002 1.40897 -0.16443  -0.69
H -1.33484 0.63510 -0.40028  0.25
H -1.60514 2.20704 -0.59992  0.18
H -1.97775 1.51357 0.84622  0.24
C 1.42013 -1.07266 -0.03923  -0.83
S 0.38105 -1.27348 1.49635  -0.75
H 1.30285 -0.10148 -0.45670  0.18
H 1.23298 -1.93254 -0.71141  0.18
H 2.51075 -1.38450 0.02941  0.24

***

A 2-piece molecular cluster, C3H9N3O overall at a distorted geometry, computed with the ωB97M-V functional and the def2-TZVPD basis.

Results
largest force on an atom = 0.0270 Eh/bohr
frontier orbital gap = 8.53 eV
LUMO energy = 0.805 eV
charge = 0
energy relative to the best compared isomer or geometry (same formula, charge and spin) = 550.84 kJ/mol
E_HOMO = -7.7 eV

Last column: Mulliken charge in e.
Element x y z (Å)
C -2.23121 2.11122 -0.23353  -0.30
C 0.05842 -2.18511 1.38750  -0.81
C 1.56249 1.00415 -0.85132  -0.90
N 0.57425 -1.04238 0.68930  0.03
N 0.20477 0.50046 -0.88997  -0.51
N -0.18779 -0.41413 -0.16905  0.07
O -2.32466 1.36273 -1.29747  -0.32
H -3.24143 2.57813 -0.10585  0.14
H 0.18164 -2.06607 2.46524  0.27
H -0.99986 -2.26392 1.15101  0.34
H 0.56792 -3.09973 1.07137  0.26
H 1.84151 1.32561 0.15634  0.32
H 2.27846 0.25156 -1.19615  0.31
H 1.59922 1.85961 -1.51954  0.33
H 1.56700 -0.84159 0.78016  0.20
H -1.45071 0.91946 -1.43802  0.56

***

C4H11N3O as an isolated structure at a distorted geometry, computed with the ωB97M-V functional and the def2-TZVPD basis.

Results
largest force on an atom = 0.0422 Eh/bohr
frontier orbital gap (spin up / spin down) = 9.14 / 9.14 eV
LUMO energy (spin up / spin down) = 0.367 / 0.367 eV
charge = 0
energy relative to the best compared isomer or geometry (same formula, charge and spin) = 578.33 kJ/mol
E_HOMO (spin up / spin down) = -8.8 / -8.8 eV

Last column: Mulliken charge in e.
Element x y z (Å)
C -0.86596 -0.83001 0.50209  0.31
C 1.13223 0.81463 1.66896  -0.90
C -1.72135 -1.97744 0.06496  -1.32
N 1.29320 0.01687 0.46017  -0.36
C 0.36665 1.01647 -0.91503  0.53
N 0.67638 0.36085 -2.09443  -0.48
O 0.46754 -1.10273 0.46496  -0.21
N 0.26075 2.26281 -0.71418  -0.61
H 1.06738 -0.56170 -1.97042  0.22
H 1.12233 0.91612 -2.81011  0.24
H 0.55948 2.84618 -1.49446  0.23
H -1.19780 -0.28533 1.38649  0.35
H -0.68897 0.24007 -0.35688  0.02
H 1.98740 1.48730 1.69723  0.32
H 0.23459 1.44354 1.68938  0.34
H 1.13808 0.15640 2.54334  0.33
H -1.33875 -2.41279 -0.85725  0.30
H -1.74979 -2.76019 0.82737  0.33
H -2.74340 -1.63103 -0.09220  0.37

***

A 10-piece molecular cluster, C25H46O13 overall at a distorted geometry, computed with the ωB97M-V functional and the def2-TZVPD basis.

Results
largest force on an atom = 0.3525 Eh/bohr
frontier orbital gap = 8.29 eV
SMILES = Oc1ccc(O)cc1.Oc1ccc(O)cc1.Oc1ccc(O)cc1.CO.CO.CO.CO.CO.CO.CO
LUMO energy = 0.346 eV
charge = 0
energy relative to the best compared isomer or geometry (same formula, charge and spin) = 196.84 kJ/mol
E_HOMO = -7.9 eV

Last column: Mulliken charge in e.
Element x y z (Å)
O 3.01902 -0.82544 0.96769  -0.58
C 1.78729 -0.58288 0.69193  0.98
C 1.42894 0.61663 0.13530  -1.14
C 0.12101 0.95178 -0.29870  -1.94
C -0.82255 -0.10405 -0.11263  -0.23
O -2.17153 0.17686 -0.35416  -0.47
C -0.49499 -1.28024 0.59527  1.31
C 0.77199 -1.50251 1.05106  -1.58
H 3.72635 -0.20650 0.51894  0.31
H 2.20212 1.30714 -0.07188  0.84
H -0.12962 1.75013 -0.67813  1.97
H -2.58365 -0.44524 0.10265  -0.04
H -1.19344 -1.96538 0.96245  -0.34
H 1.00174 -2.38256 1.47579  0.76
O 4.82223 -0.43950 -1.39690  -0.28
C 5.32778 0.45770 -2.22764  0.16
C 5.50413 1.80340 -1.72263  -0.20
C 6.08638 2.75823 -2.54818  -0.33
C 6.28576 2.43923 -3.87975  0.73
O 6.78475 3.55113 -4.64678  -0.55
C 6.22954 1.15930 -4.33787  -0.70
C 5.77160 0.16219 -3.47797  -0.61
H 4.52472 -1.36776 -1.65388  0.27
H 5.17215 2.09174 -0.60092  0.14
H 6.16216 3.80123 -2.27419  0.26
H 6.56852 4.37626 -4.35422  0.27
H 6.31575 0.82373 -5.35555  0.37
H 5.64089 -0.79613 -3.80111  0.43
O -4.86292 -0.86166 3.87841  -0.59
C -4.16714 0.26801 3.64792  0.29
C -4.78287 1.52276 4.00035  -0.57
C -4.08301 2.67644 4.09817  -0.47
C -2.60860 2.66349 3.80594  0.55
O -1.88405 3.75602 4.02789  -0.55
C -2.00873 1.43002 3.46756  -0.41
C -2.74733 0.24793 3.34222  -0.06
H -5.81314 -1.01260 3.52814  0.37
H -5.81915 1.45521 4.26605  0.37
H -4.67357 3.59544 4.29362  0.31
H -2.22758 4.41799 4.65963  0.33
H -0.86109 1.45977 3.39525  0.29
H -2.29800 -0.78592 3.02835  0.20
C 0.07999 -3.23717 -2.13953  -0.54
O -0.14938 -1.97466 -2.72384  -0.59
H 0.97685 -3.10861 -1.30509  0.02
H 0.55385 -3.94893 -2.79212  0.43
H -0.71270 -3.69508 -1.83747  0.29
H -0.09420 -1.19708 -2.10877  0.32
C -1.09036 -4.89734 1.93218  -0.53
O -2.33010 -4.34089 2.22013  -0.52
H -0.62996 -4.48696 1.08256  0.03
H -1.28366 -5.77265 1.50067  0.45
H -0.23090 -4.98608 2.62296  0.29
H -2.51548 -3.38630 1.84295  0.32
C 2.22689 1.31558 -3.15827  -0.65
O 0.98250 0.66724 -3.50711  -0.38
H 2.89352 1.28041 -3.96789  0.48
H 2.64348 0.96834 -2.16347  0.15
H 2.34408 2.43940 -3.13220  0.31
H 1.20172 -0.03332 -3.79089  0.19
C 4.73020 -4.37638 1.66611  -0.78
O 5.33700 -3.24438 1.19434  -0.47
H 3.87609 -3.99758 2.17989  0.28
H 5.36367 -4.91158 2.13089  0.39
H 4.00007 -4.94379 1.01821  0.25
H 4.81856 -2.57734 1.67195  0.32
C -5.18870 1.71585 0.24903  0.01
O -6.04172 2.78011 -0.19756  -0.59
H -4.54970 1.20578 -0.54142  0.10
H -5.63465 0.90145 0.89873  0.14
H -4.26139 2.15093 0.65127  0.01
H -6.27276 3.46295 0.60243  0.32
C -4.73972 -1.97368 -1.00161  -0.73
O -3.69079 -2.43898 -0.19981  -0.36
H -4.59274 -2.27122 -1.98464  0.37
H -5.23415 -0.98196 -0.65677  0.14
H -5.54214 -2.73176 -0.79341  0.33
H -3.43095 -3.38453 -0.37858  0.26
C -2.02325 4.18225 -0.03436  -0.34
O -1.86357 5.31115 -1.01311  -0.55
H -2.72361 3.44633 -0.48648  0.34
H -2.43825 4.45988 0.89383  0.25
H -1.20213 3.51411 0.18848  0.07
H -2.58336 5.93509 -0.77973  0.31

***

The highest largest force on an atom belongs to which entry? C25H46O13

***

Please write out number 1 again, unchanged.
An isolated ion of composition CN3O3 and charge -1 at a distorted geometry, computed with the ωB97M-V functional and the def2-TZVPD basis.

Results
largest force on an atom = 0.0703 Eh/bohr
frontier orbital gap = 9.20 eV
SMILES = N#CON=[N+]([O-])[O-]
LUMO energy = 4.268 eV
charge = -1
energy relative to the best compared isomer or geometry (same formula, charge and spin) = 29.75 kJ/mol
E_HOMO = -4.9 eV

Last column: Mulliken charge in e.
Element x y z (Å)
N 3.02441 0.16111 -0.02002  -0.54
C 1.89908 -0.08333 0.05690  0.53
O 0.72653 -0.40380 -0.07406  -0.15
N -0.28470 0.64874 0.03261  -0.67
N -1.43486 0.06154 0.01079  1.28
O -2.44213 0.76089 -0.02621  -0.75
O -1.48832 -1.14515 0.01999  -0.70

***

Which value of energy relative to the best compared isomer or geometry (same formula, charge and spin) does entry 5 give? 196.84 kJ/mol